Below is a molecular structure, C6H20CuN3O at a distorted geometry, with properties calculated with ωB97M-V with the def2-TZVPD basis set.

The value obtained for the total energy is -2120.34744 Eh. The frontier orbital gap (spin up / spin down) is 2.7311 / 2.9822 eV. Its net charge is -1. As for the energy above the lowest of the compared OMol25 structures with the same formula, charge and spin: 364.8 kJ/mol. The spin multiplicity is 2.

Cartesian coordinates (Å):
1 C -3.358 -1.411 -2.122
2 Cu 0.280 0.091 -2.133
3 N 1.433 0.800 -3.432
4 H -5.288 -1.964 -1.935
5 H -4.385 -1.719 -2.111
6 H -2.819 -1.759 -1.234
7 H -2.861 -1.825 -3.017
8 H -3.267 -0.315 -2.161
9 H 2.278 0.275 -3.293
10 H 1.541 1.753 -3.139
11 H 1.108 0.737 -4.401
12 C -1.467 0.867 0.314
13 N -0.375 0.370 1.168
14 C -0.806 -0.187 2.441
15 C 0.882 0.169 0.701
16 O 1.217 -0.018 -0.538
17 N 1.974 0.065 1.503
18 C 2.038 0.608 2.847
19 C 3.196 -0.159 0.765
20 H -2.126 1.487 0.944
21 H -2.085 0.056 -0.121
22 H -1.077 1.504 -0.515
23 H -0.148 -1.000 2.711
24 H -0.787 0.583 3.203
25 H -1.815 -0.559 2.329
26 H 1.703 -0.163 3.569
27 H 3.098 0.878 3.026
28 H 1.391 1.507 2.926
29 H 3.104 -1.078 0.176
30 H 3.404 0.653 0.050
31 H 4.018 -0.246 1.480